(1)
DFT (wB97M-V/def2-TZVPD) results for a cluster of 2 separate species, C11H11ClO in total in a non-equilibrium geometry.

The calculation puts the LUMO energy (spin up / spin down) at -0.16 / -0.62 eV.

Structure (XYZ):
```
24
Properties=species:S:1:pos:R:3:forces:R:3
C -0.9111 2.9387 1.5741 0.557 -0.118 -0.414
C -1.0525 1.7777 1.2739 -0.992 0.249 0.112
C 2.6961 -0.1729 -2.1536 -1.308 0.843 1.634
C 2.9185 -0.3807 -0.8081 -2.434 0.643 1.563
C 1.4689 0.2794 -2.6905 0.673 -2.238 3.210
C 1.8300 -0.1319 0.0969 0.221 -0.201 -4.127
C 0.3318 0.1913 -1.8298 3.250 0.909 -0.226
C 0.6095 0.1026 -0.4790 -1.033 -0.100 0.241
C -1.5332 -1.8977 1.0572 2.275 -1.200 0.728
C -1.4024 -0.6088 1.7782 -1.370 -0.917 1.032
C -1.5783 0.5405 0.9137 0.558 0.791 -1.811
O -2.5097 0.4912 -0.1115 1.818 -2.886 1.175
Cl -2.7276 -0.6398 3.1152 0.507 0.499 -0.250
H -0.4425 3.8748 1.4944 0.107 0.766 0.371
H 3.5061 -0.3389 -2.7510 1.926 -0.203 -1.954
H 3.8026 -0.7027 -0.2948 0.727 -0.119 -0.559
H 1.5671 0.3787 -3.7195 -1.041 0.476 -1.835
H 2.0000 -0.2311 1.0871 0.291 -0.162 3.170
H -0.6046 0.2785 -2.2469 -2.181 0.333 -0.509
H -2.1814 -1.5799 0.3022 -0.984 -1.062 -1.821
H -1.8736 -2.7744 1.6648 0.202 1.034 -0.584
H -0.4449 -2.0547 0.7467 -1.706 -0.361 -0.413
H -0.4519 -0.5881 2.2248 0.879 0.624 1.231
H -3.0169 1.2483 -0.2445 -0.943 2.400 0.036
```
Forces are in eV/Å.


(2)
DFT (wB97M-V/def2-TZVPD) results for the ion C16H29N6O3 with charge +1.

As for the net charge: +1. Its structure (SMILES) is CC(C)C[C@@H](N)c1cn([C@@H](CCC(=O)O)C(=O)N2CC[NH2+]CC2)nn1. The calculation puts the LUMO energy at -2.26 eV.

Structure (XYZ):
```
54
Properties=species:S:1:pos:R:3:forces:R:3
C 4.2356 1.7832 0.0924 -0.253 -0.162 0.147
C 3.7507 0.5466 0.8464 0.274 -0.088 -0.015
C 4.5633 0.3706 2.1278 -0.275 0.039 -0.140
C 3.8635 -0.7245 -0.0022 -0.329 0.280 -0.071
C 2.9790 -0.7417 -1.2577 0.180 0.033 0.109
N 3.0831 -2.0518 -1.8849 0.075 -0.090 -0.155
C 1.5489 -0.5303 -0.8764 -0.265 0.709 -0.400
C 0.6944 0.5192 -1.1939 0.290 -0.514 0.232
N -0.4731 0.2200 -0.6024 0.803 -0.211 -0.036
C -1.7609 0.8859 -0.5951 -0.888 0.061 -0.026
C -1.8482 2.0634 -1.5668 0.132 -0.053 0.250
C -1.2349 3.3482 -0.9995 -0.147 0.047 -0.014
C -1.9534 3.8391 0.2419 0.117 -0.345 0.053
O -2.3045 3.1360 1.1588 -0.111 -0.010 0.154
O -2.1387 5.1466 0.2165 -0.031 0.773 -0.192
C -2.7331 -0.2371 -1.0030 0.129 0.368 0.141
O -2.8920 -0.5130 -2.1686 0.090 0.040 -0.364
N -3.3083 -0.9694 -0.0118 -0.357 -0.151 0.085
C -3.2265 -0.8007 1.4228 0.003 0.246 0.213
C -2.6856 -2.1038 2.0505 -0.257 0.264 0.409
N -1.9083 -2.7975 1.0094 0.653 -0.020 -0.035
C -2.7938 -3.3263 -0.0542 -0.390 -0.125 -0.478
C -3.8614 -2.2604 -0.3675 -0.076 -0.103 -0.262
N -0.3403 -0.9515 0.0282 -0.113 0.425 0.062
N 0.8566 -1.3985 -0.1292 0.293 -0.349 0.115
H 3.6180 1.9900 -0.7786 -0.018 0.096 -0.147
H 5.2619 1.6443 -0.2385 0.154 0.010 -0.080
H 4.2041 2.6548 0.7418 0.018 0.129 0.019
H 2.6993 0.6939 1.1240 0.040 -0.027 0.000
H 4.2173 -0.4941 2.6891 0.011 -0.098 0.102
H 5.6146 0.2277 1.8909 0.169 -0.025 -0.001
H 4.4729 1.2499 2.7607 0.037 0.075 0.105
H 3.5794 -1.5902 0.5982 0.042 -0.078 0.005
H 4.9018 -0.8528 -0.3132 0.107 -0.054 0.001
H 3.2743 0.0833 -1.9303 -0.074 -0.138 0.188
H 2.6384 -2.0595 -2.7959 0.070 -0.034 0.020
H 4.0555 -2.3074 -2.0079 -0.017 -0.008 -0.045
H 0.8606 1.3994 -1.7748 -0.031 0.244 -0.155
H -1.9613 1.2706 0.4082 0.124 -0.152 -0.264
H -1.3786 1.8033 -2.5160 -0.098 -0.002 0.001
H -2.9058 2.2369 -1.7734 0.045 -0.070 -0.043
H -0.1905 3.1919 -0.7171 0.016 0.094 0.001
H -1.2696 4.1411 -1.7457 0.104 -0.067 0.008
H -2.5775 5.4720 1.0204 0.062 -0.323 0.002
H -2.5850 0.0362 1.6858 -0.039 -0.044 -0.036
H -4.2266 -0.5859 1.8151 0.146 -0.034 0.054
H -2.0427 -1.8770 2.9006 -0.006 -0.085 -0.070
H -3.4976 -2.7492 2.3928 0.125 -0.018 -0.049
H -1.3302 -3.5437 1.3966 -0.093 0.083 -0.003
H -1.2145 -2.0171 0.5755 -0.644 -0.490 0.265
H -2.1833 -3.5307 -0.9346 0.033 0.023 0.100
H -3.2657 -4.2548 0.2722 0.139 0.027 0.056
H -4.1047 -2.2578 -1.4304 0.001 -0.087 0.189
H -4.7766 -2.4272 0.2030 0.027 -0.011 -0.003
```
Forces are in eV/Å.


(3)
DFT (wB97M-V/def2-TZVPD) results for a cluster of 2 separate species, C5H11NO in total in a non-equilibrium geometry.

Its structure (SMILES) is C=C/C=C/NC.O. The calculation puts the LUMO energy at 0.83 eV.

Structure (XYZ):
```
18
Properties=species:S:1:pos:R:3:forces:R:3
C -1.4079 1.6599 1.9044 -0.063 -0.117 2.191
C -1.2699 0.4134 1.4428 1.067 0.537 -2.567
C -0.6204 0.1599 0.1094 0.685 -1.542 0.181
C 0.3853 0.8509 -0.4908 0.874 0.476 2.396
N 1.0088 0.4012 -1.6599 -2.029 -0.534 0.212
C -0.0290 -0.0178 -2.6138 -1.012 -0.413 -0.767
H -1.9192 1.7187 2.8566 -0.149 0.113 0.240
H -0.9187 2.6410 1.7094 -0.436 -1.188 -0.992
H -1.6370 -0.5375 1.8764 -0.160 1.182 0.156
H -0.8356 -0.8901 -0.3034 0.106 1.791 0.417
H 0.9130 1.7006 0.0724 -0.995 -1.136 -0.993
H 1.6015 1.0370 -2.1374 0.541 0.774 0.245
H 0.1751 -1.0239 -3.0156 0.020 0.521 -0.192
H -1.0820 -0.0743 -2.1806 1.669 0.239 -0.343
H -0.0710 0.7693 -3.3887 -0.079 -0.745 -0.169
O 1.4136 -2.6100 1.5171 0.476 1.268 -0.998
H 1.3439 -3.4919 1.1941 -0.238 -1.386 0.037
H 1.7114 -2.1742 0.6873 -0.276 0.161 0.946
```
Forces are in eV/Å.


(4)
DFT (wB97M-V/def2-TZVPD) results for a structure of composition C7H6N2O2S in a non-equilibrium geometry.

The calculation puts the LUMO energy at -0.65 eV.

Structure (XYZ):
```
18
Properties=species:S:1:pos:R:3:forces:R:3
C -1.5534 2.0368 0.1259 1.621 -3.931 -1.231
C -0.4403 1.4289 0.7024 -1.113 0.144 -1.587
C -2.1246 1.3773 -0.9729 0.413 1.511 0.079
C 0.0397 0.2725 0.1625 0.410 -0.694 -0.406
C -0.7191 -0.3881 -0.8807 -0.677 1.616 1.259
C 1.2594 -0.3734 0.6626 -1.358 -2.842 -0.273
C 2.0358 -0.3139 1.7621 -1.858 0.266 -1.882
N -1.7395 0.2098 -1.4193 -0.426 0.195 -0.927
N -0.5762 -1.7019 -1.2486 3.861 -1.108 0.915
O 2.0207 -1.6741 -1.5273 -1.133 -0.092 1.251
O 1.2865 -3.1049 0.3348 -0.927 0.357 0.284
S 1.1090 -1.8839 -0.3907 3.002 -1.149 -3.205
H -2.0029 2.7522 0.6428 -1.866 3.557 1.478
H 0.1176 1.8304 1.4920 0.374 0.858 1.161
H -2.8059 1.8776 -1.6395 -0.721 0.181 0.339
H 1.7173 0.5169 2.3281 0.424 1.024 1.055
H 2.7562 -0.9952 2.1601 0.224 -0.391 -0.330
H -0.3801 -1.8669 -2.2944 -0.251 0.499 2.021
```
Forces are in eV/Å.


(5)
DFT (wB97M-V/def2-TZVPD) results for a structure of composition C31H47BrO2P2Ti in a non-equilibrium geometry.

The spin multiplicity is 2. As for the net charge: +1. Its expectation value of S² is 0.755. The calculation puts the LUMO energy (spin up / spin down) at -3.96 / -3.94 eV.

Structure (XYZ):
```
84
Properties=species:S:1:pos:R:3:forces:R:3
Ti 0.2800 0.1989 -0.4338 -1.437 -1.048 4.016
C -0.6353 1.9759 2.0908 0.260 -0.985 0.870
C -1.8327 1.5467 1.4168 1.023 -0.953 -0.763
C -1.5472 0.2432 3.2969 -0.816 0.314 -1.419
C -0.4583 1.1456 3.2280 -0.604 0.929 -1.216
C -2.3475 0.4311 2.1522 0.927 -0.131 1.355
C 0.1978 3.1838 1.8720 0.081 0.678 0.198
H -0.1559 3.8006 1.0434 0.073 -0.030 0.180
H 1.2607 2.9345 1.7177 -0.079 0.137 -0.091
H 0.1591 3.8271 2.7627 0.143 -0.026 -0.179
C 0.5820 1.3043 4.2651 0.277 0.158 0.259
H 1.4352 1.8709 3.8859 0.042 -0.041 0.080
H 0.9457 0.3423 4.6358 0.021 0.019 0.013
H 0.1848 1.8498 5.1326 0.110 -0.053 -0.048
C -1.8552 -0.6144 4.4650 -0.063 -0.228 0.322
H -2.2954 0.0009 5.2714 0.142 -0.285 -0.187
H -0.9440 -1.0797 4.8658 -0.227 -0.017 0.030
H -2.5698 -1.4036 4.2092 0.137 0.121 0.151
C -3.5988 -0.3050 1.8813 -0.614 -0.106 0.148
H -4.3662 -0.0134 2.6142 -0.049 -0.165 -0.208
H -3.4653 -1.3895 1.9786 0.002 0.087 -0.030
H -4.0055 -0.0963 0.8888 0.012 -0.015 0.002
C -2.6976 2.3250 0.4855 -0.548 0.437 -0.037
H -3.5671 2.7159 1.0478 0.244 -0.032 -0.262
H -3.1165 1.7102 -0.3281 0.147 0.198 0.144
H -2.1929 3.1992 0.0560 -0.100 -0.152 -0.007
C 2.3764 0.4054 -3.3017 1.165 -0.237 -0.606
C 2.1785 1.8352 -3.1372 1.142 1.085 -0.892
C 1.2779 2.5675 -4.1607 0.423 0.364 0.355
C -0.0849 1.9485 -4.5098 0.268 0.418 -0.072
C -0.6694 0.8904 -3.6045 -0.814 -0.759 -1.237
C -0.4855 -0.4174 -3.8989 -0.673 0.778 -0.383
C 0.7022 -1.0218 -4.5844 -0.004 0.167 -0.562
C 2.0445 -0.2502 -4.5535 0.106 -0.927 -0.911
H 1.8427 2.6839 -5.1017 -0.059 0.049 0.517
H -0.0256 1.5402 -5.5364 -0.137 0.156 0.540
H 1.1015 3.5731 -3.7681 0.237 0.004 -0.153
H 2.1173 0.4661 -5.3875 -0.132 -0.265 0.160
H 3.1882 -0.0222 -2.7172 -0.219 -0.077 0.125
H 3.1885 2.3145 -3.1585 -0.437 0.039 -0.452
H 2.8230 -1.0087 -4.7001 -0.170 0.090 -0.409
H 0.8839 -2.0103 -4.1375 -0.199 0.239 -0.255
H -1.2931 -1.1360 -3.7483 0.355 0.208 0.663
H 0.4419 -1.1774 -5.6440 -0.006 -0.223 0.231
H -0.8301 2.7686 -4.5428 0.375 -0.423 -0.138
H -1.5602 1.2290 -3.0600 0.177 -0.454 -0.189
P 1.8652 1.9046 -1.3871 -1.991 -1.393 -0.045
P -1.8224 -1.6398 -0.9802 1.408 0.870 -0.033
C 0.8664 -1.3018 -1.5424 -0.215 -0.235 0.384
C -0.1873 -2.3757 -1.6826 -0.808 0.302 -0.608
H 1.9085 -1.6021 -1.4075 -0.162 0.011 -0.245
H 0.7748 -0.3867 -2.2314 0.359 -1.464 0.126
H -0.3822 -2.7328 -2.6971 0.300 -0.136 -0.085
H 0.0526 -3.2686 -1.0801 -0.052 0.610 -0.112
C -2.4568 -3.2485 -0.4599 -0.465 -0.241 0.801
H -3.1454 -3.1364 0.3858 0.004 -0.208 -0.255
H -1.6122 -3.8738 -0.1434 -0.463 0.193 0.016
H -2.9724 -3.7124 -1.3176 0.158 0.138 0.332
C -3.1506 -1.0593 -2.1039 0.115 -0.355 -0.594
H -3.3520 -1.8268 -2.8640 -0.283 0.343 0.003
H -2.8747 -0.1035 -2.5752 -0.258 -0.481 0.166
H -4.0613 -0.8875 -1.4930 0.576 -0.222 -0.222
C 3.4694 1.9885 -0.5486 0.088 0.493 1.274
H 3.6284 2.9723 -0.0832 0.268 -0.318 -0.151
H 4.3030 1.7273 -1.2341 -0.725 0.298 0.181
H 3.4084 1.2152 0.2535 0.145 0.649 -0.497
C 0.2688 2.8298 -1.2644 0.205 1.319 0.731
H -0.3373 2.3124 -0.4760 0.028 0.745 -0.098
H -0.3693 2.8390 -2.1836 1.158 -0.065 0.608
H 0.4730 3.8697 -0.9308 -0.678 -0.582 -0.081
Br -1.1222 -3.7113 2.9409 0.536 -0.126 0.136
C 0.6458 -3.1590 3.4141 0.647 0.116 0.252
C 1.2407 -3.8755 4.4682 -0.034 0.500 -0.557
C 2.5077 -3.5206 4.9486 -0.629 -0.415 -0.159
C 3.1568 -2.4182 4.4149 0.254 0.312 -0.161
C 2.5835 -1.6930 3.3643 -0.066 -0.520 0.209
C 1.3536 -2.0809 2.8080 -0.308 0.001 0.363
C 0.7867 -1.2971 1.6708 -1.280 0.414 -0.210
O 1.4259 -0.2651 1.1568 0.152 -0.520 -0.343
O -0.3445 -1.5657 1.1961 1.923 0.539 -0.258
H 0.6973 -4.7122 4.8904 0.079 0.081 0.017
H 2.9497 -4.1430 5.7371 -0.112 0.477 -0.329
H 4.1295 -2.1314 4.8180 -0.303 0.027 -0.182
H 3.0830 -0.8123 2.9698 -0.078 -0.205 -0.028
```
Forces are in eV/Å.


(6)
DFT (wB97M-V/def2-TZVPD) results for an isolated molecule of C5H8O.

Its structure (SMILES) is OC1CC=CC1. The calculation puts the LUMO energy at 1.03 eV.

Structure (XYZ):
```
14
Properties=species:S:1:pos:R:3:forces:R:3
O -1.9461 0.2517 0.5914 -0.135 0.236 0.057
C -0.8762 0.1107 -0.3323 0.274 -0.060 -0.250
C 0.2524 1.1511 -0.0986 -0.014 0.037 -0.034
C 1.4517 0.3291 0.2936 -0.008 -0.147 0.023
C 1.1914 -0.9743 0.2906 0.035 0.140 0.028
C -0.2272 -1.2756 -0.1138 -0.092 0.015 -0.027
H -2.3302 1.1290 0.4579 0.027 -0.233 0.097
H -1.2771 0.1947 -1.3530 0.113 -0.017 0.154
H -0.0412 1.8436 0.7019 0.034 -0.072 -0.113
H 0.4511 1.7550 -0.9921 -0.040 -0.062 0.087
H 2.4099 0.7732 0.5488 -0.141 -0.071 -0.013
H 1.9058 -1.7505 0.5512 -0.103 0.114 -0.051
H -0.2658 -1.8945 -1.0186 -0.016 0.085 0.131
H -0.7816 -1.8078 0.6674 0.065 0.034 -0.088
```
Forces are in eV/Å.